[1]
A molecular structure, C13H17N3O4. Source: OMol25; level of theory: wB97M-V/def2-TZVPD.

The geometry in XYZ format:
```
37
Properties=species:S:1:pos:R:3:lowdin_charge:R:1
C 1.106 1.196 -0.014 -0.323
C -0.070 0.241 -0.025 -0.396
C 2.154 0.788 1.114 -0.086
C 3.308 0.086 0.415 -0.161
C 3.405 -1.309 0.112 -0.028
C 4.680 0.764 0.313 -0.039
C 4.563 -1.655 -0.629 -0.115
C 5.830 0.268 -0.198 -0.134
C 5.755 -0.998 -0.721 -0.125
C -2.312 -0.429 -0.816 -0.188
C -3.465 0.074 -1.454 -0.420
C -2.981 -1.425 0.326 -0.078
C -3.352 -0.367 1.304 -0.400
H -0.360 2.559 0.902 0.212
H 1.049 3.357 -0.025 0.038
H 1.386 0.964 -1.158 0.202
H 1.898 -0.032 1.767 0.112
H 2.538 1.721 1.519 0.104
H 2.650 -1.966 -0.050 0.058
H 4.810 1.767 0.830 0.114
H 4.343 -2.680 -1.086 0.123
H 6.666 0.890 -0.291 0.087
H 6.517 -1.420 -1.432 0.120
H -1.579 1.736 -0.857 0.213
H -1.631 -0.961 -1.692 0.222
H -4.063 -1.930 -0.023 0.188
H -2.348 -2.377 0.541 0.147
H -3.738 -0.316 3.421 0.083
H -2.735 -1.633 2.784 0.210
H -5.234 -0.650 -2.167 0.211
N 0.528 2.527 0.035 -0.010
N -1.392 0.765 -0.251 0.070
N -3.926 -1.048 2.620 0.023
O 0.264 -0.962 0.281 -0.012
O -3.720 1.313 -1.779 0.033
O -3.320 0.942 1.104 -0.015
O -4.271 -1.061 -1.878 -0.037
```

Relative energy (zero: lowest compared OMol25 entry of this formula, charge and spin): 233.93 kcal per mole
E_tot: -970.51553 Ha
Strongest force on any atom: 8.2 eV/A
Orbital gap: 8.768 eV
Lowest unoccupied orbital energy: 0.17 eV

[2]
C13H17N3O5 in the gas phase. Source: OMol25; level of theory: wB97M-V/def2-TZVPD.

The geometry in XYZ format:
```
38
Properties=species:S:1:pos:R:3:lowdin_charge:R:1
C 0.797 -0.995 -0.828 -0.427
C -0.261 -1.817 -0.219 -0.434
C 0.682 -0.898 -2.250 -0.082
C -0.528 -0.232 -2.817 -0.521
C 0.053 -0.803 2.152 -0.153
C -0.184 -1.841 3.274 -0.458
C -0.599 0.567 2.424 -0.110
C -0.383 1.386 1.259 -0.288
C 0.842 1.984 1.018 -0.084
C -1.382 1.574 0.261 -0.025
C 1.167 2.679 -0.124 -0.004
C -1.115 2.132 -0.948 -0.024
C 0.208 2.591 -1.165 -0.302
H 2.470 -0.828 0.031 0.089
H 1.854 -2.329 -0.068 0.084
H 0.751 0.054 -0.402 0.138
H 1.572 -0.531 -2.684 0.132
H 0.569 -1.919 -2.557 0.129
H -1.646 -1.931 -2.518 0.104
H -2.444 -0.500 -3.192 0.100
H -1.268 -2.343 1.524 0.161
H 1.084 -0.621 1.938 0.129
H -0.157 0.948 3.328 0.124
H -1.672 0.612 2.471 0.129
H 1.617 2.077 1.854 0.143
H -2.398 1.325 0.468 0.113
H 2.154 2.975 -0.497 0.128
H -1.864 2.366 -1.745 0.145
H 0.162 2.632 -3.042 0.041
H 1.279 -1.075 4.156 0.107
N 2.043 -1.505 -0.572 0.119
N -1.695 -0.932 -2.717 0.204
N -0.732 -1.524 1.053 0.138
O -0.730 -2.799 -0.757 0.071
O -0.411 0.826 -3.365 0.050
O -1.079 -2.628 3.307 0.135
O 0.576 3.114 -2.368 0.057
O 0.667 -1.794 4.319 0.141
```

Structure (SMILES): NC(=O)C[C@H](N)C(=O)N[C@@H](Cc1ccc(O)cc1)C(=O)O
Relative energy (zero: lowest compared OMol25 entry of this formula, charge and spin): 65.00 kcal per mole
E_tot: -1046.04210 Ha
Strongest force on any atom: 5.1 eV/A
Orbital gap: 8.640 eV
Lowest unoccupied orbital energy: 0.08 eV

[3]
C13H17N5O2S2 in the gas phase. Source: OMol25; level of theory: wB97M-V/def2-TZVPD.

The geometry in XYZ format:
```
39
Properties=species:S:1:pos:R:3:lowdin_charge:R:1
C 2.451 0.588 0.853 0.008
C 1.701 -0.353 0.313 -0.162
C 1.968 -0.949 -1.040 -0.144
N 0.775 -0.997 -1.845 -0.010
C 0.180 0.066 -2.459 -0.632
N -0.877 -0.310 -3.122 0.033
N -1.013 -1.627 -2.936 0.075
C -0.038 -2.044 -2.173 -0.327
C 0.043 -3.405 -1.583 -0.046
C -0.801 -3.351 -0.337 -0.383
C -1.557 -4.338 0.200 -0.368
S -2.451 -3.746 1.565 1.011
C -1.719 -2.162 1.277 -0.678
N -0.892 -2.146 0.294 0.079
N -1.972 -1.091 2.064 0.101
H -2.816 -1.127 2.614 0.090
H -1.788 -0.204 1.607 0.061
H -1.660 -5.356 -0.110 0.063
H -0.369 -4.134 -2.279 0.126
H 1.074 -3.676 -1.344 0.113
S 0.755 1.709 -2.304 0.993
C -0.816 2.464 -1.739 -0.317
C -0.895 2.241 -0.251 -0.567
O -1.432 1.301 0.283 0.085
O -0.258 3.202 0.406 -0.010
C -0.172 3.084 1.829 -0.219
C 0.950 3.980 2.316 -0.060
H 1.038 3.900 3.396 0.080
H 1.889 3.684 1.857 0.072
H 0.746 5.013 2.051 0.078
H 0.009 2.034 2.083 0.111
H -1.134 3.383 2.260 0.131
H -0.752 3.524 -1.973 0.087
H -1.622 1.966 -2.273 0.084
H 2.726 -0.364 -1.573 0.122
H 2.335 -1.973 -0.917 0.126
H 0.835 -0.763 0.814 0.079
H 2.255 0.973 1.839 0.051
H 3.303 1.003 0.338 0.063
```

Structure (SMILES): C=CCn1c(Cc2csc(N)n2)nnc1SCC(=O)OCC
Relative energy (zero: lowest compared OMol25 entry of this formula, charge and spin): 28.63 kcal per mole
E_tot: -1726.21133 Ha
Strongest force on any atom: 1.2 eV/A
Orbital gap: 8.773 eV
Lowest unoccupied orbital energy: 0.66 eV